# 1
78
Properties=species:S:1:pos:R:3 method="wB97M-V/def2-TZVPD" de_lowest_kcal_mol=9.6 s_squared=3.9769 homo_ha="-0.4781 / -0.4780" energy_ev=-216092.11332 spin_multiplicity=4 gap_ev="6.08 / 6.50" charge=+2
Mn 0.634 -0.511 -1.205
O -0.855 3.982 1.153
C -1.360 4.122 -0.118
C -1.976 5.278 -0.565
C -2.418 5.347 -1.879
C -2.242 4.274 -2.743
C -1.628 3.119 -2.282
C -1.193 3.033 -0.967
C -0.527 1.813 -0.411
O -0.648 0.700 -1.275
N 0.917 2.050 -0.220
N 1.527 0.829 -0.027
C 2.532 0.653 0.740
C 3.214 -0.621 0.808
Br 2.641 -1.887 -0.524
C 4.203 -0.985 1.627
C 4.681 -0.210 2.769
C 6.048 -0.225 3.057
C 6.542 0.517 4.114
C 5.674 1.249 4.914
C 4.307 1.230 4.665
C 3.809 0.505 3.596
H -1.050 4.768 1.675
H -2.103 6.122 0.104
H -2.898 6.251 -2.230
H -2.585 4.336 -3.766
H -1.494 2.269 -2.939
H -0.959 1.554 0.561
H 1.098 2.717 0.526
H 2.911 1.466 1.353
H 4.704 -1.930 1.433
H 6.722 -0.806 2.438
H 7.603 0.515 4.323
H 6.062 1.815 5.750
H 3.630 1.765 5.317
H 2.737 0.435 3.443
N -0.583 -1.991 -1.791
C 0.023 -3.100 -2.512
C -0.267 -4.389 -2.099
C 0.315 -5.462 -2.751
C 1.188 -5.229 -3.804
C 1.476 -3.932 -4.199
C 0.896 -2.836 -3.560
C 1.222 -1.447 -3.967
C 1.623 -1.158 -5.273
C 2.007 0.121 -5.649
C 1.994 1.162 -4.729
C 1.561 0.920 -3.434
C 1.200 -0.370 -3.094
H -0.978 -2.313 -0.905
H -1.332 -1.538 -2.316
H -0.951 -4.552 -1.274
H 0.090 -6.472 -2.436
H 1.656 -6.059 -4.314
H 2.186 -3.768 -4.999
H 1.616 -1.949 -6.012
H 2.309 0.308 -6.671
H 2.294 2.161 -5.018
H 1.504 1.733 -2.719
C -2.488 -2.305 3.974
N -2.956 -1.427 2.909
C -2.255 -1.013 1.844
Se -0.478 -1.412 1.465
N -3.071 -0.241 1.100
C -4.330 -0.140 1.696
C -5.488 0.527 1.330
C -6.572 0.393 2.180
C -6.498 -0.380 3.346
C -5.337 -1.043 3.703
C -4.255 -0.902 2.849
H -1.423 -2.472 3.850
H -3.015 -3.257 3.929
H -2.673 -1.833 4.937
H -2.773 0.210 0.251
H -5.546 1.121 0.427
H -7.499 0.894 1.937
H -7.370 -0.460 3.981
H -5.283 -1.642 4.602

---

# 2
86
Properties=species:S:1:pos:R:3 method="wB97M-V/def2-TZVPD" s_squared=6.0598 homo_ha="-0.1870 / -0.2441" energy_ev=-80490.96080 spin_multiplicity=5 gap_ev="3.34 / 3.57"
Ir -1.728 1.348 -0.121
S -2.618 -0.133 1.444
C -2.868 1.087 2.717
N -3.197 0.737 3.976
N -3.304 -0.554 4.226
C -3.588 -1.040 5.483
C -3.791 -2.414 5.649
C -4.070 -2.925 6.903
C -4.151 -2.082 8.004
C -3.955 -0.716 7.837
C -3.676 -0.189 6.590
N -2.788 2.355 2.423
N -2.337 2.712 1.217
C -2.664 4.044 0.879
C -1.701 4.914 0.378
C -2.048 6.211 0.036
C -3.349 6.662 0.207
C -4.308 5.804 0.729
C -3.970 4.504 1.065
H -3.149 -1.208 3.465
H -3.733 -3.066 4.785
H -4.241 -3.987 7.022
H -4.366 -2.490 8.983
H -4.027 -0.057 8.693
H -3.520 0.869 6.433
H -0.684 4.577 0.259
H -1.286 6.871 -0.359
H -3.614 7.678 -0.057
H -5.323 6.153 0.877
H -4.708 3.829 1.479
O -5.033 0.884 -6.343
C -5.123 1.912 -5.694
O -5.537 3.057 -5.830
C -4.462 1.737 -4.219
C -4.760 2.650 -3.226
C -4.187 2.450 -1.980
N -3.350 1.445 -1.740
C -3.043 0.598 -2.721
C -3.605 0.684 -3.986
C -1.962 -0.455 -2.449
O -1.851 -1.397 -3.217
O -1.240 -0.208 -1.421
H -5.409 3.491 -3.416
H -4.394 3.121 -1.156
H -3.352 -0.049 -4.737
C 5.626 1.128 -2.403
C 4.351 0.661 -3.101
N 3.212 0.631 -2.198
C 2.354 1.708 -2.195
C 1.326 1.850 -1.336
C 0.387 3.031 -1.563
O 0.881 4.087 -1.941
O -0.866 2.787 -1.442
C 1.111 0.869 -0.309
O 0.297 1.004 0.635
C 1.888 -0.351 -0.441
C 1.578 -1.457 0.343
C 2.313 -2.611 0.244
F 1.941 -3.689 0.980
C 3.419 -2.703 -0.592
C 3.744 -1.588 -1.365
C 2.964 -0.430 -1.352
N 4.253 -3.853 -0.681
C 4.217 -4.907 0.317
C 5.545 -5.699 0.181
N 6.501 -4.818 -0.558
C 6.096 -4.695 -1.993
C 4.576 -4.410 -1.985
H 6.458 1.165 -3.109
H 5.894 0.458 -1.584
H 5.475 2.124 -1.989
H 4.491 -0.322 -3.554
H 4.105 1.346 -3.910
H 2.528 2.465 -2.948
H 0.723 -1.411 1.007
H 4.624 -1.629 -1.992
H 3.374 -5.593 0.186
H 4.139 -4.463 1.305
H 5.424 -6.615 -0.393
H 5.964 -5.952 1.152
H 7.470 -5.107 -0.454
H 6.353 -3.879 -0.167
H 6.343 -5.617 -2.515
H 6.662 -3.874 -2.430
H 4.019 -5.338 -2.159
H 4.310 -3.719 -2.777